No. 1
Molecular formula: C56H55N5PRu
Method: DFT, ωB97M-V/def2-TZVPD

The geometry in ORCA input format:
```
! wB97M-V def2-TZVPD RIJCOSX def2/J DEFGRID3
* xyz 1 5
Ru -0.2505 0.1111 -0.5300
C -7.0260 3.8431 0.5192
C -6.4307 3.7057 -0.7256
C -5.2507 2.9892 -0.8581
C -4.6478 2.3957 0.2518
C -5.2454 2.5632 1.5033
C -6.4273 3.2730 1.6349
C -3.3815 1.6345 0.1026
C -2.3186 2.0197 0.9902
C -2.0967 3.2680 1.5013
C -0.8076 3.2935 2.0939
C -0.2479 2.0580 1.9831
C 1.1331 1.6559 2.2743
C 1.7212 1.8795 3.6231
C 1.3918 2.9634 4.4383
C 1.9477 3.1022 5.7017
C 2.8448 2.1622 6.1857
C 3.1799 1.0747 5.3924
C 2.6182 0.9338 4.1343
C 1.9552 1.2475 1.2591
N 1.5817 0.8486 -0.0320
C 2.7531 0.7122 -0.7569
C 2.8803 0.2337 -2.0395
C 4.2443 0.1511 -2.6368
C 4.8884 1.2854 -3.1166
C 6.1676 1.1941 -3.6485
C 6.8128 -0.0317 -3.7051
C 6.1752 -1.1703 -3.2294
C 4.8973 -1.0784 -2.6991
C 1.8050 -0.2974 -2.7680
C 1.9169 -0.9621 -4.0226
C 0.6975 -1.4994 -4.3029
C -0.1902 -1.1141 -3.2554
N 0.5086 -0.3647 -2.3216
C -1.5640 -1.3721 -3.2448
C -2.4521 -0.7451 -2.3855
C -3.8793 -0.7434 -2.5333
C -4.3704 0.1497 -1.6449
C -3.2637 0.6907 -0.8932
N -2.0946 0.0924 -1.3514
C -2.1375 -2.2666 -4.2926
C -2.4969 -3.5710 -3.9685
C -3.0682 -4.4010 -4.9225
C -3.2866 -3.9293 -6.2090
C -2.9297 -2.6294 -6.5387
C -2.3579 -1.8002 -5.5849
C 3.8792 1.0593 0.0791
C 3.4094 1.3368 1.3039
N -1.1745 1.2355 1.2890
H -7.9479 4.4001 0.6229
H -6.8789 4.1675 -1.5958
H -4.7762 2.9039 -1.8277
H -4.7798 2.1338 2.3825
H -6.8830 3.3831 2.6106
H -2.7465 4.1146 1.3530
H -0.3177 4.1832 2.4482
H 0.7008 3.7186 4.0992
H 1.6793 3.9574 6.3082
H 3.2749 2.2742 7.1721
H 3.8724 0.3274 5.7584
H 2.8615 0.0627 3.5384
H 4.3837 2.2434 -3.0748
H 6.6601 2.0833 -4.0203
H 7.8094 -0.1026 -4.1207
H 6.6725 -2.1308 -3.2675
H 4.3978 -1.9650 -2.3262
H 2.8195 -1.0219 -4.6073
H 0.4105 -2.0866 -5.1591
H -4.4254 -1.3350 -3.2502
H -5.4034 0.4156 -1.4904
H -2.3228 -3.9338 -2.9619
H -3.3424 -5.4151 -4.6625
H -3.7327 -4.5747 -6.9542
H -3.1018 -2.2583 -7.5408
H -2.0819 -0.7835 -5.8392
H 4.9025 1.0871 -0.2580
H 3.9760 1.6541 2.1620
C -3.3646 -2.6847 0.5659
C -3.4724 -1.9836 1.9321
C -4.0338 -3.0062 2.9386
C -4.5363 -0.8758 1.8158
P -1.7738 -1.3092 2.3985
N -1.1275 -0.1752 1.3753
C -0.4906 -2.6685 2.1623
C -0.8732 -4.0400 2.7409
C 0.8200 -2.2011 2.8171
C -0.1724 -2.9086 0.6749
C -1.8682 -0.7315 4.1813
C -0.7399 0.2357 4.5341
C -1.8071 -1.8911 5.1888
C -3.1754 0.0481 4.4082
H -4.3776 -2.8743 0.2090
H -2.8677 -3.6499 0.6433
H -2.8621 -2.0766 -0.1848
H -4.9148 -3.4520 2.4703
H -4.3705 -2.5332 3.8586
H -3.3590 -3.8174 3.1918
H -5.0190 -0.6632 2.7636
H -5.3124 -1.2164 1.1283
H -4.1419 0.0458 1.4136
H -1.1685 -4.0208 3.7859
H 0.0160 -4.6702 2.6666
H -1.6572 -4.5284 2.1656
H 0.7763 -2.2338 3.9039
H 1.0968 -1.1943 2.5002
H 1.6119 -2.8847 2.5038
H -1.0029 -3.2775 0.0863
H 0.6369 -3.6384 0.6208
H 0.2026 -1.9972 0.2152
H -0.8729 0.5207 5.5802
H -0.8024 1.1474 3.9522
H 0.2549 -0.1823 4.4337
H -0.8476 -2.4028 5.1728
H -2.6027 -2.6223 5.0778
H -1.9068 -1.4473 6.1822
H -3.3427 0.8136 3.6471
H -3.0865 0.5604 5.3679
H -4.0451 -0.5993 4.4660
*
```

Output
Highest occupied orbital energy (alpha / beta) (eV): -8.17 / -9.39
E_tot (Eh): -2876.7219

These are the Mulliken partial charges, in e, on atoms 1 to 4:
1 Ru 0.3466
2 C -0.5476
3 C -0.9523
4 C -0.6176


No. 2
Molecular formula: C3H9N3S
Method: DFT, ωB97M-V/def2-TZVPD

The geometry in ORCA input format:
```
! wB97M-V def2-TZVPD RIJCOSX def2/J DEFGRID3
* xyz 0 1
C 2.8809 0.2043 0.1830
C 1.5165 -0.4788 -0.1169
N 0.5111 0.3611 0.3451
N -0.7104 -0.2101 0.3155
C -1.6663 0.6020 -0.1888
N -2.8010 -0.2159 -0.4563
S -4.2785 0.0655 0.1752
H 3.7097 -0.5996 -0.0374
H 2.7936 0.4105 1.3262
H 2.8337 1.0301 -0.6058
H 1.4485 -1.5129 0.2556
H 1.3384 -0.6894 -1.2236
H 0.5717 1.1622 -0.5137
H -1.4533 1.7014 -0.3951
H -2.4011 -1.2732 -0.4821
H -4.2934 -0.5571 1.4191
*
```

Output
Highest occupied orbital energy (eV): -8.34
Energy above the lowest of the compared OMol25 structures with the same formula, charge and spin (kcal/mol): 96.2
E_tot (Eh): -682.0125
SMILES: CCN/N=C/NS

These are the natural (NBO) partial charges, in e, on atoms 1 to 4:
1 C -0.6307
2 C -0.2253
3 N -0.4306
4 N -0.2745